19
Properties=species:S:1:pos:R:3:forces:R:3 method="wB97M-V/def2-TZVPD" lumo_ev=0.906 charge=0
C 0.100150 1.558572 -0.406183 -0.155 -0.148 0.060
C -0.017280 0.140910 0.069647 -0.161 0.101 0.002
C -1.199298 -0.449379 0.215779 0.064 -0.100 0.137
O -2.383819 0.188435 -0.054821 -0.274 0.056 -0.057
N -3.505750 -0.654037 0.213250 0.166 -0.273 0.097
C 1.224637 -0.691549 0.349753 -0.050 0.179 0.196
C 2.528552 0.101427 0.266156 -0.267 -0.313 0.125
O 1.272635 -1.821748 -0.507233 0.223 -0.412 -0.256
H -0.895018 1.970021 -0.545828 0.010 0.165 -0.057
H 0.633827 2.169962 0.319239 0.056 0.130 0.003
H 0.634706 1.614899 -1.353802 0.054 0.092 -0.075
H -1.301196 -1.472358 0.549302 -0.100 -0.069 0.011
H -4.088058 -0.144099 0.875589 0.182 0.078 -0.209
H -4.017500 -0.730990 -0.664710 0.167 0.207 0.129
H 1.143159 -1.130663 1.351420 0.052 0.069 -0.127
H 2.542329 0.896482 1.005805 0.051 0.163 0.049
H 3.362429 -0.570401 0.459515 0.023 -0.010 0.013
H 2.658826 0.533335 -0.724250 0.021 0.088 -0.078
H 1.306669 -1.508820 -1.418628 -0.062 -0.002 0.034


19
Properties=species:S:1:pos:R:3:forces:R:3 method="wB97M-V/def2-TZVPD" lumo_ev=0.616 charge=0
C 0.876874 -1.760093 0.581863 -0.304 0.082 0.398
C -0.515873 -1.366235 0.115422 0.098 0.769 -2.253
C -0.712630 -0.199876 -1.132189 -1.196 -3.966 2.104
N 0.036074 -0.525886 -2.223839 0.425 0.561 -0.576
O -1.773103 0.366692 -1.177071 0.133 0.947 -0.158
H 1.601780 -1.680266 -0.226543 0.214 0.087 0.224
H 1.166042 -1.192343 1.466424 0.374 0.320 -0.267
H 0.877948 -2.790494 0.941406 -0.046 -0.122 -0.224
H -1.221319 -1.274350 0.940295 -0.013 0.661 -0.173
H -0.888441 -2.198567 -0.488714 -0.159 -0.044 0.094
H -0.035101 0.167294 -2.957011 -0.142 -0.044 -0.065
H 0.998194 -0.787041 -2.085280 0.005 -0.054 0.300
C -0.630378 2.100175 1.120132 -0.597 -0.806 -0.075
C 0.618784 1.446713 0.626976 1.850 2.660 -2.285
O 0.948272 1.365094 -0.570513 -0.732 -0.157 2.730
H -0.784551 1.878182 2.175163 -0.059 0.039 0.008
H -0.512506 3.179442 1.003929 0.239 -0.006 -0.002
H -1.492176 1.800912 0.525779 -0.036 0.004 0.048
H 1.442111 1.470647 1.363774 -0.054 -0.931 0.172


19
Properties=species:S:1:pos:R:3:forces:R:3 method="wB97M-V/def2-TZVPD" lumo_ev=0.708 charge=0
C -1.481159 2.255771 0.815705 0.054 0.579 -0.502
N -0.611339 2.154843 -0.361072 0.455 -1.228 1.163
C -0.031639 0.994662 -0.822254 -0.951 0.453 -0.193
O 0.612015 1.009072 -1.859058 0.214 0.208 -0.145
C -0.255330 -0.332450 -0.093402 1.079 0.805 -0.036
C 1.045874 -1.143915 -0.132901 -0.100 -1.369 -1.479
C 0.791449 -2.484319 0.560377 1.549 0.582 0.361
O 1.473874 -1.507227 -1.470274 -0.961 0.391 0.085
H -1.282195 1.542827 1.605255 0.031 -0.538 -0.320
H -2.501214 2.187484 0.440933 -0.243 -0.035 0.590
H -1.333003 3.198540 1.345650 -0.059 0.233 -0.467
H -0.343595 3.003517 -0.823917 0.050 0.026 -0.257
H -1.055143 -0.912791 -0.545146 -0.130 0.090 -0.196
H -0.482793 -0.172104 0.951747 -0.234 -0.027 0.216
H 1.899077 -0.582610 0.248024 -0.219 0.079 0.743
H -0.129395 -2.952165 0.234055 -0.215 0.081 0.137
H 1.622552 -3.151545 0.321643 -0.107 -0.013 -0.180
H 0.883088 -2.330306 1.634101 -0.613 -0.182 0.244
H 1.178871 -0.777282 -2.049458 0.399 -0.133 0.236


19
Properties=species:S:1:pos:R:3:forces:R:3 method="wB97M-V/def2-TZVPD" lumo_ev=0.995 charge=0
H 2.237736 -1.111792 -1.583892 -0.476 0.305 -0.439
N 1.686140 -0.394727 -1.122058 0.232 -0.239 0.786
C 1.076318 -0.763479 -0.088860 -0.364 -3.097 -1.468
C 1.559496 -0.861874 1.319559 -1.324 0.719 0.487
O -0.089962 -1.966720 -0.210249 1.873 1.543 0.848
H 2.304074 -1.649614 1.413796 0.139 0.120 -0.348
H 1.940998 0.113009 1.621870 0.268 -0.160 -0.003
H 0.732874 -1.125000 1.974437 -0.032 0.016 0.080
H -0.079729 -2.351653 -1.096722 0.265 0.484 -0.097
C -2.618812 0.213282 0.410320 0.642 -0.579 -0.296
C -1.507561 0.089260 -0.308949 0.345 3.423 0.345
O -0.296309 0.751832 0.184880 -1.492 -1.038 0.274
C 0.085181 1.953151 -0.505930 -0.027 -0.899 -0.447
H -2.613073 0.595149 1.418601 0.127 -0.003 0.101
H -3.551073 -0.150410 0.011924 -0.107 -0.083 -0.078
H -1.476522 -0.007718 -1.386178 0.074 -0.789 0.060
H 0.528079 1.648116 -1.455619 0.084 0.160 -0.122
H 0.856551 2.425536 0.099039 -0.199 0.088 0.033
H -0.774405 2.593654 -0.695971 -0.028 0.029 0.284


19
Properties=species:S:1:pos:R:3:forces:R:3 method="wB97M-V/def2-TZVPD" lumo_ev=-4.495 charge=0
N -2.396074 -0.280990 0.210759 2.710 2.255 0.956
C 1.209020 -0.284223 -1.805847 -2.563 2.339 -0.543
C -0.090833 -0.521471 -2.218330 3.930 -0.513 -0.807
C -1.565637 1.901138 1.023151 2.353 0.257 0.316
C -1.343024 0.560192 0.697581 -3.534 -2.256 1.254
C -0.158890 -0.193917 1.340134 2.941 0.407 -1.195
O 1.106985 0.605370 1.133772 -2.045 -1.054 0.595
H -3.345388 0.145145 0.062196 1.354 0.381 0.134
H 1.831534 -1.095674 -1.638384 2.255 -1.597 -0.685
H 1.595548 0.692737 -1.430221 -0.855 -1.031 0.534
H -0.762973 -0.259799 -1.470687 -2.378 1.141 0.329
H -0.235288 -1.180268 -3.085311 -0.531 -0.406 1.095
H -0.737185 2.590949 1.371167 -0.734 -1.336 -0.412
H -2.502717 2.373449 1.050572 -1.385 0.245 -0.510
H -0.283638 -0.492420 2.449803 -0.229 0.891 -1.720
H -0.011070 -1.125832 0.756877 -0.181 0.223 0.560
H 3.299815 -1.973222 0.323872 0.017 0.055 0.215
H 1.868831 -0.049293 0.927806 -0.696 -0.258 0.080
O 2.520985 -1.411870 0.301089 -0.429 0.258 -0.195


19
Properties=species:S:1:pos:R:3:forces:R:3 method="wB97M-V/def2-TZVPD" lumo_ev=0.570 charge=0
C 1.271705 0.775638 1.187429 0.055 -0.026 -0.417
C -2.289473 0.604629 -0.069162 0.299 -0.340 -0.390
C -0.835607 0.919234 0.079584 0.982 0.004 1.683
O -0.433542 2.108222 -0.367603 -0.138 -0.062 0.131
N 0.012285 0.177490 0.760740 -1.070 1.232 -0.403
H -1.124791 2.529004 -0.899358 0.051 -0.094 0.144
H 1.099301 1.624516 1.850094 -0.033 0.012 -0.016
H 1.838137 0.021105 1.733412 -0.049 0.065 -0.047
H 1.867540 1.121981 0.337321 0.046 -0.004 0.070
H -2.621092 0.821236 -1.085034 0.018 0.001 0.012
H -2.477849 -0.447486 0.129138 0.048 0.092 0.073
H -2.851107 1.226782 0.637758 0.147 -0.081 -0.011
C 1.559020 -1.781635 -0.544302 0.217 0.899 0.764
C 0.140027 -1.249353 -0.487870 -1.754 -0.929 -3.842
O -0.343279 -0.714970 -1.577333 1.317 -1.230 1.985
H -0.517435 -1.978409 0.029112 0.003 0.534 0.354
H 2.221434 -1.028711 -0.974625 0.020 -0.110 -0.047
H 1.561816 -2.663970 -1.186277 -0.203 0.098 0.026
H 1.922909 -2.065303 0.446975 0.045 -0.059 -0.070


19
Properties=species:S:1:pos:R:3:forces:R:3 method="wB97M-V/def2-TZVPD" lumo_ev=0.828 charge=0
C 2.393929 0.408411 -0.571027 1.014 0.281 0.500
C 1.187329 -0.403087 -0.133893 -0.721 -0.143 0.244
N 1.158651 -0.912280 1.246988 0.574 -0.051 0.229
C -0.118262 0.417484 -0.282238 -0.446 -1.090 -1.051
C -1.332489 -0.525994 -0.239444 0.643 -0.818 1.205
C -2.671207 -0.006878 0.141814 -1.179 1.164 -0.471
O -3.658526 -0.638927 0.416685 0.488 -0.373 0.051
O -2.764379 1.354583 0.032179 0.705 -0.162 -0.169
H 3.117667 0.439954 0.253960 -0.065 0.170 -0.155
H 2.936292 -0.022253 -1.411970 -0.165 -0.181 -0.086
H 2.166356 1.434259 -0.855781 -0.158 0.086 0.138
H 1.178915 -1.310324 -0.749835 -0.421 0.195 -0.142
H 2.037241 -1.317510 1.571605 -0.201 0.012 -0.439
H 0.962027 -0.165632 1.895836 -0.075 0.281 0.121
H -0.184880 1.157991 0.512064 0.103 0.151 -0.026
H -0.142265 0.906620 -1.257280 0.234 0.348 0.177
H -1.091400 -1.301281 0.497926 -0.181 0.047 0.024
H -1.477771 -1.104692 -1.147107 0.063 0.183 -0.397
H -3.697230 1.589562 0.079515 -0.212 -0.099 0.249


19
Properties=species:S:1:pos:R:3:forces:R:3 method="wB97M-V/def2-TZVPD" lumo_ev=-3.608 charge=0
O 1.554566 -1.849039 -1.339943 0.442 -0.199 -0.734
C 0.812455 -1.199330 -0.642934 -0.029 0.333 0.460
O -1.062134 0.543091 2.430416 -0.252 -0.180 0.370
C 0.671527 -1.481111 0.803195 -0.319 0.135 0.499
C -0.099314 -0.290397 -1.371744 -0.657 0.026 -0.545
C -1.207782 0.451480 -0.850896 -1.589 0.139 -0.724
C 0.378023 2.161708 -0.092540 0.409 -1.409 0.721
N -0.886875 1.461139 0.098401 2.080 -0.471 0.031
H -1.440905 0.632134 3.328420 0.460 0.084 -0.999
H -0.058322 -2.281560 0.870762 -0.531 -0.140 0.002
H 0.298708 -0.688901 1.494062 0.280 -0.197 -0.377
H 1.582859 -1.986873 1.087796 0.390 0.247 0.364
H -0.034899 -0.287504 -2.470863 0.593 -0.123 0.534
H -2.006186 -0.196757 -0.437435 0.238 0.048 0.118
H -1.672475 0.960122 -1.704449 -0.295 -0.121 -0.163
H 1.284424 1.585540 0.180832 -0.428 0.073 -0.116
H 0.388662 2.963468 0.580627 -0.156 1.361 0.880
H 0.494596 2.504118 -1.083732 0.086 0.474 -1.379
H -0.976386 1.164277 1.130663 -0.722 -0.079 1.058


20
Properties=species:S:1:pos:R:3:forces:R:3 method="wB97M-V/def2-TZVPD" lumo_ev="-1.881 / -0.215" charge=0
C 0.733485 1.394598 0.790348 3.216 -2.794 -2.075
C 1.892864 0.520937 0.455452 -1.458 2.956 -1.179
C 2.537086 -0.224121 1.558385 0.180 -1.052 -2.035
C 2.316562 0.448992 -0.857915 -0.081 -0.698 2.513
C -1.939592 -1.070200 -1.664575 1.236 2.547 0.719
N -1.973826 1.302328 0.009780 0.392 0.403 -0.158
O -3.782731 -0.315955 -0.074449 1.980 -0.894 -0.426
O -1.441574 -1.044336 0.899283 -0.506 0.455 -0.343
S -2.113013 -0.203532 -0.066362 -1.053 -2.125 -0.536
H 0.451332 1.454250 1.767129 -0.828 0.360 2.515
H 0.134131 1.801226 0.038773 -0.475 0.943 -1.004
H 3.464048 -0.727154 1.305189 0.516 0.579 -0.022
H 1.872088 -1.039524 1.516585 -0.997 -1.522 0.952
H 2.512433 0.204827 2.501639 0.104 0.933 1.650
H 1.702022 0.737654 -1.645403 -0.868 0.886 -1.198
H 3.211040 -0.074118 -1.092951 0.628 -0.389 -0.218
H -3.978370 0.395064 0.517971 -0.862 1.005 0.930
H -1.990844 -2.098081 -1.594599 -0.430 -2.097 0.572
H -2.648873 -0.649257 -2.318220 -0.995 0.373 -0.758
H -0.958264 -0.813591 -2.046051 0.302 0.132 0.100


20
Properties=species:S:1:pos:R:3:forces:R:3 method="wB97M-V/def2-TZVPD" lumo_ev=0.751 charge=0
C -3.106236 0.054555 -1.476160 0.021 -1.391 0.895
C -2.809999 -0.753356 -0.617141 0.466 1.855 -1.460
C -2.410957 -1.663675 0.433912 0.207 0.816 0.415
C 0.943030 1.064758 1.424745 -1.163 3.102 -0.482
C 1.401684 1.591307 -0.965841 0.954 2.234 2.873
N 1.269479 0.629271 0.098043 -0.263 -1.103 -0.079
O 2.857618 -1.078307 -0.852676 -0.690 -0.063 -0.045
O 1.062175 -1.866340 0.672768 0.288 0.490 0.530
S 1.271944 -0.948758 -0.441118 -0.922 0.359 -1.516
H 3.164047 -1.331029 0.014160 1.334 -0.336 0.767
H -3.522512 0.574172 -2.308187 0.173 0.175 0.124
H -2.780563 -1.278174 1.369880 0.257 0.397 0.595
H -3.049642 -2.472119 0.285504 -0.659 -2.112 -0.205
H -1.356152 -1.962396 0.526880 -0.440 0.263 -0.331
H -0.180822 1.431867 1.535169 2.073 -1.089 -0.059
H 1.243438 0.303898 2.087077 -0.147 -0.788 1.156
H 1.562783 2.020572 1.631021 -0.795 -1.525 -0.126
H 0.483124 1.937215 -1.385051 -0.776 0.000 -0.508
H 1.842219 2.485884 -0.358874 -0.483 -1.101 -1.656
H 2.115343 1.260660 -1.674108 0.565 -0.182 -0.887


22
Properties=species:S:1:pos:R:3:forces:R:3 method="wB97M-V/def2-TZVPD" lumo_ev=3.223 charge=-1
C 1.005132 -2.003581 1.026041 -1.127 -0.958 -2.989
C 1.587498 -1.459670 2.155380 2.282 2.122 4.616
C -2.995584 0.205050 -0.632888 -3.263 0.014 -0.252
C 2.410982 1.050579 -1.247021 0.970 1.013 -0.071
C -1.538013 0.036414 -0.723887 1.005 0.032 -2.139
N 0.694078 -2.425373 -0.004705 -0.115 0.120 0.937
O -0.266575 2.683292 -0.393671 0.053 0.802 -0.451
O 0.729405 1.811701 1.843935 0.736 -0.480 1.430
O -0.951268 0.469672 0.457131 1.294 -0.430 1.898
P 0.184170 1.622043 0.517128 -1.418 0.315 -2.240
S 3.699243 0.154972 -0.546481 -0.246 -0.086 -0.342
H 1.063143 -1.491193 3.169323 -0.207 -0.124 -1.707
H 1.897674 -0.351441 2.072688 -0.496 -1.712 -0.368
H 2.499119 -2.052443 2.418620 -0.373 0.541 -0.602
H -3.244653 1.194801 -0.302027 0.159 0.779 0.371
H -3.583752 0.174796 -1.608934 1.060 -0.547 0.930
H -3.526010 -0.457642 0.118504 0.849 0.357 -0.908
H 1.861099 0.673950 -2.139347 0.393 0.205 0.631
H 2.681786 2.169380 -1.310052 -1.186 -1.625 0.146
H 1.359508 0.984392 -0.445920 -0.097 0.174 0.375
H -1.101958 0.655167 -1.567075 -0.651 -0.745 0.644
H -1.314785 -1.023757 -0.898230 0.380 0.232 0.092


21
Properties=species:S:1:pos:R:3:forces:R:3 method="wB97M-V/def2-TZVPD" lumo_ev=0.648 charge=0
C 1.246719 0.709089 -1.219991 0.124 -0.231 -0.259
C 1.729939 0.333904 -0.037295 0.119 -0.047 0.372
C 2.400461 1.279281 0.916503 -0.075 -0.257 -0.114
O 1.681388 -0.917669 0.488423 0.191 0.621 0.102
C 1.107079 -1.947653 -0.284614 -0.208 -0.264 -0.237
H 0.786305 0.028394 -1.912253 -0.113 -0.213 -0.090
H 1.361968 1.724967 -1.551624 0.085 0.220 0.038
H 3.446370 1.000605 1.031583 0.078 -0.003 0.036
H 1.932477 1.209854 1.896571 -0.033 0.017 0.075
H 2.341387 2.300656 0.554616 0.005 0.058 -0.025
H 1.202693 -2.853370 0.311299 -0.020 0.033 -0.070
H 0.049831 -1.753439 -0.486476 0.095 0.005 0.015
H 1.641375 -2.074654 -1.230926 0.003 0.019 0.035
N -1.643967 1.152041 -0.113634 -0.373 0.517 -0.221
O -1.880017 -0.255265 -0.260175 0.499 0.069 0.116
C -3.081420 -0.713237 0.070112 -0.411 0.018 0.158
O -3.384156 -1.854119 -0.113178 -0.049 -0.377 -0.142
O -3.864396 0.200612 0.655144 0.060 0.601 0.121
H -0.680661 1.248662 -0.456438 -0.351 -0.284 0.321
H -1.665429 1.365272 0.883547 0.131 -0.241 -0.091
H -4.727947 -0.183929 0.858805 0.241 -0.261 -0.140


Going through the records in order, we get energy relative to the best compared isomer or geometry (same formula, charge and spin) values of 3.214; 1.952; 0.683; 5.133; 11.616; 2.914; 0.462; 6.808; 6.927; 4.287; 1.715; 3.133 eV.
Going through the records in order, we get DFT total energy values of -402.26004; -402.30642; -402.35305; -402.18951; -401.95127; -402.27106; -402.36115; -402.12795; -800.30307; -800.40010; -1217.19289; -552.76374 a.u..